An isolated molecule of C7H11BrO4S in a non-equilibrium geometry, computed with ωB97M-V with the def2-TZVPD basis set.

Geometry as XYZ:
```
24
Properties=species:S:1:pos:R:3:nbo_charge:R:1
H 0.456 -0.921 2.507 0.241
H -1.130 -2.108 0.193 0.174
O 1.244 -2.517 -1.279 -0.736
C -0.294 -1.232 1.834 -0.496
H 1.463 -2.096 -2.102 0.485
Br 1.767 1.552 0.759 -0.107
O 1.372 0.212 -1.881 -0.700
C -0.116 -2.041 0.645 0.030
H -0.345 3.755 1.039 0.262
C -1.073 3.428 0.313 -0.742
H -1.224 4.438 -0.331 0.248
H -0.598 -0.445 -1.800 0.206
H 1.903 -1.279 0.114 0.206
H 0.984 0.836 -2.504 0.486
C 0.910 -1.458 -0.381 0.055
H -1.957 3.140 0.863 0.249
O 0.344 -3.364 0.964 -0.716
H 0.408 -3.852 0.105 0.494
C 0.300 -0.180 -1.145 0.099
C -0.190 0.975 0.127 -0.308
O -1.216 2.133 -1.680 -0.530
H -0.996 -1.637 2.699 0.251
S -1.125 0.428 1.473 0.292
C -0.890 2.231 -0.533 0.559
```

Output
SMILES ... CC(=O)[C@@]1(Br)SC[C@H](O)[C@@H](O)[C@@H]1O
LUMO level ... -0.0028 hartree
HOMO energy ... -9.25 eV
Charge ... 0
HOMO-LUMO gap ... 9.17 eV
Calculated total energy ... -3546.41586 hartree